(1)
A structure of composition C31H41Cl3GeN4O5PbSSe in a non-equilibrium geometry. Source: the OMol25 dataset; level of theory: ωB97M-V/def2-TZVPD.

XYZ file:
```
88
Properties=species:S:1:pos:R:3:forces:R:3
Pb -0.176343 1.899751 1.176776 0.9 -0.1 0.6
Cl 2.862399 -4.702136 3.898649 0.2 -0.2 0.1
C 1.886618 -3.388395 3.332699 0.0 0.2 0.1
C 0.792601 -3.660284 2.505830 0.0 0.2 0.1
C -0.000620 -2.634707 2.084917 -0.1 0.1 0.0
C 0.264650 -1.269086 2.399171 0.2 -0.3 0.4
O -0.540061 -0.369787 1.978105 0.0 0.5 -0.2
C 1.414521 -1.018631 3.217229 -0.5 -0.5 -0.4
C 1.864710 0.293929 3.552571 0.4 0.5 0.4
O 1.419883 1.384061 3.199342 0.0 -0.3 0.1
C 2.176445 -2.103604 3.695106 0.0 0.0 -0.1
H 0.580057 -4.677106 2.216431 0.0 -0.1 0.0
H -0.857243 -2.839394 1.462996 -0.1 0.0 -0.1
H 2.747118 0.296859 4.224582 0.0 0.0 0.0
H 3.014964 -1.905028 4.346217 0.2 0.0 0.0
C -4.683938 -0.554879 -2.595200 0.2 -0.3 0.4
Ge -4.185887 -1.777694 -1.113915 0.0 0.1 0.1
C -3.167880 -3.340473 -1.803064 -0.3 0.5 0.2
C -5.827930 -2.342891 -0.133895 0.5 0.1 -0.3
C -2.936340 -0.832809 0.153767 -0.2 0.0 -0.4
Se -2.177880 0.833546 -0.546644 -1.0 -0.4 -0.4
C -3.711031 1.932518 -0.019591 0.3 0.1 -0.1
H -4.935422 -1.110510 -3.492634 0.0 -0.1 -0.1
H -3.848902 0.103634 -2.820018 0.1 0.1 -0.1
H -5.536510 0.060697 -2.327195 -0.1 0.1 0.1
H -3.493282 -3.630652 -2.798126 -0.1 0.0 -0.1
H -3.279646 -4.195149 -1.141673 0.0 -0.1 0.1
H -2.113945 -3.083751 -1.852919 0.2 0.0 0.0
H -6.486926 -2.895350 -0.798042 -0.1 -0.1 -0.1
H -6.373499 -1.482901 0.244302 0.0 0.2 0.0
H -5.580463 -2.980813 0.709218 0.1 -0.1 0.1
H -2.076157 -1.469915 0.336505 0.0 0.0 0.0
H -3.369905 -0.579955 1.119096 -0.1 -0.1 0.0
H -4.614935 1.349253 -0.173269 0.0 0.0 0.0
H -3.714248 2.829889 -0.631536 0.0 -0.1 0.0
H -3.594114 2.208144 1.024212 -0.1 0.0 0.1
C 1.059077 5.650475 0.648991 -0.2 0.1 0.2
N 1.351347 4.915110 -0.556699 0.3 -0.1 -0.1
C 0.428289 4.150908 -1.154173 -0.1 0.5 -0.4
S -1.149166 4.058793 -0.555224 -0.7 0.3 -0.1
N 0.767939 3.546155 -2.299150 0.4 0.0 0.1
C -0.054297 2.541330 -2.927390 -0.2 -0.3 0.0
H 1.815679 6.422422 0.776581 0.0 0.0 0.0
H 1.045382 5.004249 1.532296 0.0 0.0 0.0
H 0.074882 6.107596 0.552180 0.2 0.1 0.1
H 2.307447 4.568462 -0.639759 -0.2 0.0 -0.1
H 1.758609 3.502221 -2.497728 0.0 0.1 0.0
H 0.059432 1.572796 -2.428404 0.0 0.1 -0.1
H 0.233013 2.445094 -3.971627 0.0 0.0 -0.1
H -1.095989 2.848156 -2.849389 0.1 0.0 -0.2
Cl 3.663750 -2.203029 -5.148150 -0.1 0.0 -0.1
C 2.162417 -1.736951 -4.390453 0.0 0.0 0.1
C 1.088429 -1.400598 -5.188816 0.0 0.0 0.1
C -0.106922 -1.028850 -4.597714 0.0 0.0 0.0
C -0.219932 -1.032283 -3.218504 0.0 -0.1 0.0
C 0.853028 -1.399501 -2.423529 0.2 0.1 -0.1
Cl 0.629238 -1.489253 -0.709153 -0.2 -0.4 -0.3
C 2.100144 -1.734138 -2.984286 -0.4 0.0 -0.1
N 3.188781 -2.147508 -2.269450 0.4 -0.3 -0.3
C 3.642510 -1.786303 -0.982434 0.3 0.1 0.5
C 4.048739 -2.828075 -0.151959 0.0 0.0 0.0
C 4.577096 -2.571980 1.095906 0.1 0.0 0.0
C 4.716376 -1.262663 1.524313 0.1 0.0 0.0
C 4.353425 -0.224213 0.691113 -0.1 -0.1 0.0
C 3.821737 -0.461523 -0.573117 0.0 -0.4 -0.1
C 3.521557 0.708120 -1.459834 -0.1 0.4 0.2
C 2.622546 1.716493 -0.716220 0.3 -0.5 -0.7
O 3.076213 2.831469 -0.464246 0.5 0.5 0.2
O 1.454026 1.302351 -0.464563 -0.4 -0.1 0.2
H 1.189077 -1.428818 -6.262084 0.1 0.0 -0.1
H -0.948277 -0.747973 -5.208965 -0.1 0.0 -0.1
H -1.158963 -0.774355 -2.745180 0.0 0.0 0.0
H 3.880384 -2.629169 -2.828631 -0.1 0.1 0.1
H 3.962829 -3.844697 -0.509494 -0.1 -0.1 0.0
H 4.890932 -3.381837 1.735684 0.0 -0.2 0.0
H 5.135470 -1.056509 2.497484 0.0 0.0 0.1
H 4.488072 0.798040 1.014753 0.0 0.2 0.0
H 3.022488 0.390563 -2.375773 0.0 0.1 0.0
H 4.451955 1.219583 -1.713764 0.0 0.0 -0.1
C -2.444562 0.861080 4.174581 0.0 0.0 -0.1
C -1.910285 2.262763 4.103362 -0.2 -0.1 0.4
N -1.622966 2.843464 5.280058 0.1 0.2 0.4
O -1.763742 2.874409 3.052269 -0.2 0.0 -0.3
H -2.292267 0.416619 5.153611 0.0 -0.1 0.1
H -1.941930 0.259553 3.416505 0.0 0.0 0.0
H -3.508291 0.872602 3.945167 -0.1 0.1 0.0
H -1.745216 2.366232 6.155824 0.0 0.0 -0.1
H -1.220373 3.766738 5.285184 -0.1 0.0 -0.1
```
Forces are in eV/Å.

Output
2S+1: 1
HOMO (eV): -7.55
Relative energy (zero: lowest compared OMol25 entry of this formula, charge and spin) (kcal/mol): 15.2
LUMO (eV): 0.33
Charge: 0
Energy (hartree): -8251.18758

These are the Mulliken partial charges, in e, on atoms 1 to 4: atom 1 (Pb): 1.294, atom 2 (Cl): -0.254, atom 3 (C): 0.258, atom 4 (C): -0.967

***

(2)
A structure of composition C31H41GaNO8 in a non-equilibrium geometry. Source: the OMol25 dataset; level of theory: ωB97M-V/def2-TZVPD.

XYZ file:
```
82
Properties=species:S:1:pos:R:3:forces:R:3
C -0.367458 -0.592213 -2.544771 -0.8 0.6 0.4
C 0.769448 -0.918111 -2.736429 0.4 -0.4 -0.1
C 2.098998 -1.382671 -2.941284 0.3 0.0 0.0
Ga 3.302828 -1.256923 -1.245992 0.4 0.0 -0.3
C 4.121838 -3.104960 -0.962531 -0.4 0.0 0.7
C 3.231671 -4.132296 -0.205532 0.3 0.2 -0.9
C 1.724210 -3.852757 -0.224215 0.2 -0.9 0.4
C 0.914614 -5.157059 -0.208937 -0.2 0.6 -0.4
C -0.592934 -4.907950 -0.083006 0.3 0.0 0.1
C -0.974579 -4.033182 1.116215 -0.3 0.1 -0.3
C -1.485905 -2.643778 0.732369 -0.3 0.0 0.8
C -1.482905 -1.673549 1.936215 0.6 0.1 -0.8
C -0.878207 -0.309305 1.571595 -0.4 0.0 0.7
C -1.366324 0.807975 2.501574 0.6 0.3 -0.8
C -1.040597 2.204843 1.940848 0.1 0.1 0.4
C -2.229470 2.942209 1.342283 0.0 -0.6 0.1
N -2.892813 2.272821 0.235241 0.2 0.4 -0.9
C -3.666192 1.162363 0.256661 -1.0 -1.3 -0.2
C -4.131628 0.862897 -1.007558 0.7 1.1 0.2
C -3.600086 1.879736 -1.858136 -0.4 -0.6 0.2
C -2.855166 2.713426 -1.073751 -0.1 -0.1 -0.1
H -1.258248 -0.147739 -2.187006 -0.4 0.0 -0.1
H 2.570893 -0.800153 -3.728640 0.2 0.1 -0.1
H 2.061863 -2.414122 -3.289203 0.1 -0.2 0.0
H 2.531476 -0.666858 0.030810 -0.1 -0.1 0.0
H 4.517943 -0.246694 -1.653239 0.0 0.0 0.0
H 5.019765 -2.953585 -0.360964 0.2 0.0 0.0
H 4.464729 -3.546389 -1.897416 0.0 0.1 -0.3
H 3.392526 -5.116071 -0.654253 0.0 -0.2 0.0
H 3.588595 -4.223922 0.817233 -0.1 0.0 0.3
H 1.496858 -3.268862 0.659181 -0.2 0.4 0.0
H 1.421966 -3.312652 -1.115964 0.1 0.3 -0.1
H 1.285239 -5.839953 0.553243 0.0 -0.1 0.2
H 1.091089 -5.607339 -1.185031 0.1 -0.4 0.0
H -1.131278 -5.854047 -0.049459 0.0 -0.2 0.0
H -0.912288 -4.409731 -0.997061 -0.1 0.1 -0.1
H -0.127395 -3.902461 1.782410 0.2 -0.2 0.2
H -1.764348 -4.521028 1.684903 0.0 -0.1 0.3
H -2.516795 -2.767342 0.404056 -0.1 0.1 -0.4
H -0.908244 -2.202769 -0.073871 0.2 -0.1 -0.2
H -2.485585 -1.517769 2.323594 -0.2 -0.2 0.2
H -0.852326 -2.123840 2.700352 -0.2 0.0 0.4
H -1.069997 -0.065705 0.532712 -0.2 0.1 -0.2
H 0.200974 -0.350989 1.691112 0.2 -0.1 -0.3
H -0.838544 0.695833 3.444307 -0.2 -0.1 0.3
H -2.438456 0.761995 2.667479 -0.2 -0.2 0.3
H -0.200290 2.181070 1.252661 0.1 -0.2 -0.2
H -0.711750 2.828636 2.773822 0.1 0.2 0.0
H -2.956431 3.062459 2.136379 -0.3 0.2 0.1
H -1.922910 3.914254 0.979561 0.0 0.3 0.0
H -3.912874 0.555631 1.111508 0.3 0.4 0.4
H -4.771821 0.046632 -1.269842 -0.1 -0.2 0.0
H -3.763177 1.961388 -2.916195 0.1 0.1 -0.1
H -2.328896 3.587275 -1.404254 0.3 0.2 0.3
C 7.142948 -0.260622 -3.115846 0.0 -0.1 0.1
C 8.026166 0.742269 -3.178405 -0.1 -0.1 0.2
C 8.502155 1.307444 -4.484650 -0.1 -0.1 -0.3
O 9.299708 2.230727 -4.452432 0.1 0.0 0.1
C 7.997092 0.727443 -5.717047 0.1 0.1 0.0
C 7.113988 -0.277639 -5.659243 0.1 0.2 -0.2
C 6.623755 -0.832626 -4.348626 0.0 0.1 0.6
O 5.818839 -1.738336 -4.392865 0.0 -0.2 -0.3
O 6.601342 -0.865185 -6.733038 0.0 -0.1 0.1
O 8.552225 1.322660 -2.097970 0.1 0.0 -0.1
H 6.777965 -0.666892 -2.182481 -0.1 0.1 0.0
H 8.356068 1.134296 -6.651892 0.0 0.0 0.0
H 5.986390 -1.544386 -6.389503 0.0 0.0 0.1
H 9.147246 2.017451 -2.433728 0.0 0.0 0.0
C -5.254112 4.084511 4.947552 0.1 -0.1 -0.1
C -5.979436 5.067205 5.496394 0.3 -0.1 0.1
C -7.305118 5.493669 4.926219 -0.2 -0.1 -0.3
O -7.903719 6.384669 5.502199 0.1 0.1 0.2
C -7.789504 4.829948 3.731545 -0.1 0.1 0.1
C -7.063202 3.848216 3.176571 -0.3 0.1 -0.1
C -5.750532 3.403627 3.763810 0.2 0.1 0.3
O -5.171185 2.492521 3.207492 0.0 -0.1 -0.1
O -7.434014 3.200252 2.083436 0.1 -0.1 0.1
O -5.598301 5.737975 6.577461 -0.1 0.0 0.0
H -4.302627 3.767805 5.351065 0.0 0.0 0.0
H -8.734140 5.156169 3.320554 0.0 0.0 0.0
H -6.727572 2.551687 1.888974 0.0 0.0 0.0
H -6.308533 6.383671 6.756603 0.0 0.0 0.0
```
Forces are in eV/Å.

Output
2S+1: 1
HOMO (eV): -4.43
LUMO (eV): -0.34
Charge: -1
Energy (hartree): -3787.21873

These are the Mulliken partial charges, in e, on atoms 1 to 4: atom 1 (C): 0.474, atom 2 (C): -0.067, atom 3 (C): -1.376, atom 4 (Ga): 0.316

***

Q: What is the formula in the first record?
A: C31H41Cl3GeN4O5PbSSe

***

Q: Which of these has the highest charge?
A: C31H41Cl3GeN4O5PbSSe